(1)
HN2O2S | ωB97M-V/def2-TZVPD

```
6
Properties=species:S:1:pos:R:3
N -2.00 0.36 0.33
N -3.08 0.45 0.24
O 2.33 -0.19 -0.51
O -0.84 0.35 0.21
S 2.01 -1.48 0.29
H 1.58 0.51 -0.56
```

Calculated values
Net charge = +1
Frontier orbital gap (alpha / beta) = 6.437 / 6.444 eV

(2)
HN2O2S | ωB97M-V/def2-TZVPD

```
6
Properties=species:S:1:pos:R:3
N -1.72 -0.11 -0.80
N -2.52 -0.80 -1.16
O 1.79 -0.20 0.59
O -0.80 0.55 -0.56
S 0.50 0.37 1.24
H 2.75 0.18 0.69
```

Calculated values
Net charge = +1
Frontier orbital gap (alpha / beta) = 7.723 / 7.641 eV

(3)
HN2O2S | ωB97M-V/def2-TZVPD

```
6
Properties=species:S:1:pos:R:3
N -0.39 -0.45 -1.30
N -1.45 -2.95 -0.66
O -1.01 -3.88 -0.28
O -0.12 0.47 -2.06
S 0.46 1.96 -1.93
H -0.05 -0.33 -0.41
```

Calculated values
Net charge = +1
Frontier orbital gap (alpha / beta) = 3.736 / 3.757 eV

Short version: (2), (1), (3), most stable first.

(1)
C4H10IP | ωB97M-V/def2-TZVPD

```
16
Properties=species:S:1:pos:R:3
C 1.37 0.32 1.26
C -0.27 0.44 -1.52
C -0.02 0.82 0.95
C -0.65 -0.11 -0.17
P -0.51 -1.86 0.30
I -2.95 0.17 0.00
H 1.83 0.90 2.09
H 2.05 0.38 0.51
H 1.31 -0.77 1.47
H -0.76 0.08 -2.47
H -0.36 1.54 -1.61
H 0.76 0.21 -1.76
H -0.13 1.78 0.37
H -0.78 0.81 1.76
H 0.57 -2.15 -0.53
H -1.46 -2.56 -0.64
```

Calculated values
Net charge = 0
Frontier orbital gap = 9.341 eV

(2)
C4H10IP | ωB97M-V/def2-TZVPD

```
16
Properties=species:S:1:pos:R:3
C -0.39 1.44 1.35
C -1.56 0.72 -0.78
C 1.01 -2.10 -0.33
C -0.33 0.47 0.10
P -0.43 -1.38 0.53
I 3.90 0.01 -0.31
H -1.37 1.47 1.61
H 0.20 0.89 2.10
H -0.02 2.34 0.99
H -1.56 -0.18 -1.56
H -1.62 1.60 -1.26
H -2.39 0.73 -0.22
H 0.93 -2.18 -1.50
H 1.21 -3.04 0.02
H 1.89 -1.36 -0.17
H 0.51 0.56 -0.56
```

Calculated values
Net charge = 0
Frontier orbital gap (alpha / beta) = 8.528 / 4.717 eV

Short version: (1), (2), most stable first.

(1)
C3H3F3O | ωB97M-V/def2-TZVPD

```
10
Properties=species:S:1:pos:R:3
C -0.94 0.25 1.31
C 1.61 1.32 0.44
C -1.07 0.88 0.14
O 1.83 2.13 -0.63
F 2.02 0.08 0.13
F -1.44 0.18 -0.95
F -1.05 2.17 -0.22
H -0.67 -0.80 1.31
H -0.82 0.63 2.25
H 1.74 3.09 -0.66
```

Calculated values
Net charge = 0
Frontier orbital gap = 9.948 eV

(2)
C3H3F3O | ωB97M-V/def2-TZVPD

```
10
Properties=species:S:1:pos:R:3
C 1.12 0.17 -0.44
C -2.07 -0.76 0.81
C -2.46 0.29 0.09
O 0.79 -0.37 0.54
F -1.54 -1.82 0.07
F -3.02 1.37 0.77
F -2.41 0.58 -1.17
H 1.95 0.88 -0.51
H 0.66 0.09 -1.37
H -2.19 -1.02 1.87
```

Calculated values
Net charge = 0
SMILES = FC=C(F)F.C=O
Frontier orbital gap = 10.868 eV

Short version: (2), (1), most stable first.

(1)
ClHNO2S | ωB97M-V/def2-TZVPD

```
6
Properties=species:S:1:pos:R:3
N -0.59 -0.67 -0.99
O 0.52 1.86 -0.52
O 1.28 -0.38 0.63
S 0.14 0.24 0.03
Cl -1.24 0.48 1.76
H -0.10 -1.54 -0.91
```

Calculated values
Net charge = -1
SMILES = N=[S@](=O)([O-])Cl
Frontier orbital gap = 8.901 eV

(2)
ClHNO2S | ωB97M-V/def2-TZVPD

```
6
Properties=species:S:1:pos:R:3
N 0.20 -0.06 -0.78
O 2.72 -1.57 -0.87
O 1.70 -0.92 1.38
S 1.95 -0.68 -0.01
Cl 3.05 1.23 -0.07
H -0.26 0.03 0.06
```

Calculated values
Net charge = -1
SMILES = N=[S@](=O)([O-])Cl
Frontier orbital gap = 7.682 eV

(3)
ClHNO2S | ωB97M-V/def2-TZVPD

```
6
Properties=species:S:1:pos:R:3
N 1.06 -0.43 -0.62
O 0.28 1.67 0.46
O -0.42 -0.41 1.50
S 0.06 0.27 0.26
Cl -1.65 0.18 -1.03
H 0.68 -1.27 -0.58
```

Calculated values
Net charge = -1
SMILES = N=[S@](=O)([O-])Cl
Frontier orbital gap = 8.956 eV

Short version: (3), (1), (2), most stable first.

(1)
C3H2NO6S | ωB97M-V/def2-TZVPD

```
13
Properties=species:S:1:pos:R:3
C -3.07 -0.38 -0.85
C 0.21 -0.24 0.17
C 1.10 -2.74 -1.03
N -0.05 -1.45 0.37
O -2.30 0.56 -0.73
O 2.04 -2.08 -1.18
O -4.02 -0.66 -1.54
O 0.26 -3.51 -1.08
O -1.60 -0.74 2.22
O -2.65 -1.56 0.05
S -1.66 -1.75 1.23
H -0.49 0.47 0.47
H 1.14 -0.06 -0.41
```

Calculated values
Net charge = -1
Frontier orbital gap = 8.626 eV

(2)
C3H2NO6S | ωB97M-V/def2-TZVPD

```
13
Properties=species:S:1:pos:R:3
C -1.10 -0.86 1.37
C 0.40 -0.75 -0.89
C -0.24 -0.23 0.32
N 1.32 1.14 0.98
O -0.50 -1.43 2.25
O 2.23 0.85 0.29
O -2.26 -0.55 1.06
O 1.12 2.09 1.69
O -0.26 1.70 -1.82
O -1.95 0.01 -1.90
S -0.78 0.49 -1.23
H 1.53 -0.63 -0.99
H 0.48 -1.84 -1.13
```

Calculated values
Net charge = -1
Frontier orbital gap (alpha / beta) = 7.743 / 7.746 eV

Short version: (1), (2), most stable first.

(1)
BrH2O2PS | ωB97M-V/def2-TZVPD

```
7
Properties=species:S:1:pos:R:3
O 1.01 -0.76 -1.89
O -1.61 0.30 0.48
P 1.09 -0.61 -0.45
S 1.29 -1.95 0.91
Br 1.74 1.34 0.26
H -1.51 0.78 -0.37
H -2.02 0.89 1.06
```

Calculated values
Net charge = 0
SMILES = O=P(=S)Br.O
Frontier orbital gap = 8.700 eV

(2)
BrH2O2PS | ωB97M-V/def2-TZVPD

```
7
Properties=species:S:1:pos:R:3
O -1.03 0.20 -1.73
O -0.81 0.75 0.63
P -1.73 0.94 -0.71
S 2.60 -1.26 -2.04
Br 3.46 -1.87 -0.16
H 1.38 -0.92 -1.57
H -1.08 1.16 1.46
```

Calculated values
Net charge = 0
SMILES = O=PO.SBr
Frontier orbital gap = 8.549 eV

Short version: (1), (2), most stable first.

(1)
C3HCl4NSi | ωB97M-V/def2-TZVPD

```
10
Properties=species:S:1:pos:R:3
C 0.79 -1.38 1.43
C -1.01 0.26 -1.46
C 1.04 -0.34 0.56
N 0.61 -2.17 2.26
Si -0.24 0.96 0.10
Cl 2.51 -0.45 -0.33
Cl -2.34 -0.77 -1.42
Cl -1.60 1.09 1.56
Cl 0.66 2.68 -0.37
H -0.41 0.13 -2.35
```

Calculated values
Net charge = 0
Frontier orbital gap (alpha / beta) = 7.101 / 8.248 eV

(2)
C3HCl4NSi | ωB97M-V/def2-TZVPD

```
10
Properties=species:S:1:pos:R:3
C 0.28 1.46 3.78
C -0.05 0.33 -0.22
C 0.97 0.48 3.10
N -0.26 2.28 4.38
Si 1.24 0.52 1.18
Cl 0.91 -1.06 3.86
Cl -0.98 1.63 -0.72
Cl 2.15 2.30 0.91
Cl 2.44 -1.08 0.85
H -0.47 -0.64 -0.48
```

Calculated values
Net charge = 0
Frontier orbital gap (alpha / beta) = 8.118 / 7.047 eV

Short version: (1), (2), most stable first.